# C48H96Br12O18S9

A cluster of 15 separate species, C48H96Br12O18S9 in total at a distorted geometry (wB97M-V/def2-TZVPD, the OMol25 dataset).

* HOMO-LUMO gap: 0.3578 Ha
* max |F|: 4.0 eV/A
* calculated total energy: -37712.331926 Eh
* spin multiplicity: 1
* HOMO level: -9.892 eV
* E_LUMO: -0.16 eV

Element x y z (Å)
C  -11.13  -25.93  -0.35
C  -10.37  -24.74  -0.80
C  -11.08  -24.29  -2.06
S  -11.37  -25.91  -3.11
O  -10.13  -26.25  -3.83
O  -12.64  -25.82  -3.83
C  -11.47  -26.90  -1.54
H  -12.08  -25.71  0.14
H  -10.47  -26.38  0.40
H  -9.37  -25.12  -0.99
H  -10.33  -23.89  -0.12
H  -10.60  -23.59  -2.75
H  -12.08  -23.94  -1.83
H  -10.92  -27.83  -1.68
H  -12.53  -27.15  -1.47
C  -22.12  -12.15  -0.39
C  -21.38  -11.10  -1.33
C  -19.86  -11.39  -1.17
S  -19.83  -13.26  -1.12
O  -18.95  -13.67  -0.01
O  -19.71  -13.86  -2.43
C  -21.59  -13.52  -0.74
H  -23.20  -12.16  -0.47
H  -21.91  -11.94  0.66
H  -21.45  -10.09  -0.91
H  -21.76  -10.98  -2.34
H  -19.50  -11.16  -0.17
H  -19.08  -11.08  -1.87
H  -21.67  -14.30  0.02
H  -21.96  -13.87  -1.69
C  -11.23  -12.92  16.02
C  -11.02  -13.98  14.89
C  -11.77  -13.59  13.63
S  -11.32  -11.77  13.58
O  -12.30  -10.98  12.91
O  -9.95  -11.61  13.13
C  -11.35  -11.52  15.44
H  -10.38  -12.90  16.70
H  -12.20  -13.20  16.43
H  -11.16  -15.02  15.16
H  -9.94  -13.96  14.77
H  -12.85  -13.56  13.74
H  -11.43  -13.87  12.63
H  -12.36  -11.16  15.66
H  -10.55  -10.82  15.68
C  -11.39  -19.41  4.41
C  -12.76  -19.53  3.65
C  -13.76  -18.55  4.24
S  -13.09  -18.11  6.00
O  -13.95  -18.55  7.03
O  -12.51  -16.75  5.95
C  -11.70  -19.41  5.88
H  -10.74  -18.57  4.16
H  -10.87  -20.37  4.32
H  -13.10  -20.56  3.77
H  -12.61  -19.39  2.58
H  -14.73  -19.05  4.36
H  -13.84  -17.62  3.68
H  -12.13  -20.33  6.29
H  -10.88  -19.07  6.51
C  -12.18  -14.33  -2.05
C  -11.88  -13.74  -0.66
C  -10.89  -12.63  -0.88
S  -11.49  -11.73  -2.39
O  -10.36  -11.27  -3.16
O  -12.51  -10.79  -1.89
C  -12.23  -13.27  -3.21
H  -13.14  -14.85  -2.04
H  -11.47  -15.10  -2.33
H  -11.46  -14.48  0.02
H  -12.80  -13.37  -0.21
H  -9.94  -13.14  -1.06
H  -10.81  -11.98  -0.01
H  -11.49  -13.52  -3.97
H  -13.23  -13.13  -3.63
C  -5.14  -11.96  7.61
C  -5.18  -12.60  6.27
C  -6.06  -13.91  6.37
S  -5.77  -14.61  8.10
O  -4.91  -15.74  8.08
O  -7.10  -14.81  8.76
C  -4.90  -13.02  8.67
H  -6.19  -11.69  7.75
H  -4.60  -11.03  7.73
H  -4.17  -12.81  5.93
H  -5.69  -11.92  5.58
H  -6.01  -14.75  5.68
H  -7.10  -13.60  6.37
H  -3.84  -13.27  8.72
H  -5.40  -12.74  9.60
C  -6.73  -21.03  15.01
C  -6.84  -20.31  13.68
C  -7.20  -21.50  12.69
S  -8.58  -22.39  13.48
O  -8.24  -23.82  13.26
O  -9.86  -21.81  13.00
C  -8.08  -21.81  15.16
H  -6.63  -20.25  15.77
H  -5.89  -21.70  14.85
H  -5.90  -19.84  13.39
H  -7.56  -19.50  13.83
H  -6.30  -22.11  12.69
H  -7.36  -21.35  11.62
H  -8.04  -22.67  15.82
H  -8.88  -21.17  15.53
C  -19.43  -13.24  8.80
C  -19.78  -14.45  9.69
C  -20.13  -13.95  11.13
S  -19.43  -12.27  11.34
O  -18.50  -12.35  12.51
O  -20.55  -11.30  11.20
C  -18.52  -12.36  9.67
H  -20.38  -12.71  8.72
H  -18.96  -13.55  7.86
H  -18.93  -15.12  9.85
H  -20.57  -15.00  9.18
H  -19.70  -14.63  11.87
H  -21.13  -14.13  11.55
H  -17.63  -12.92  9.96
H  -18.06  -11.41  9.39
C  -8.15  -28.24  6.85
C  -6.72  -28.52  7.38
C  -5.80  -27.46  6.85
S  -6.84  -26.03  6.26
O  -6.81  -25.97  4.78
O  -6.49  -24.82  7.02
C  -8.48  -26.73  6.93
H  -8.87  -28.78  7.47
H  -8.22  -28.61  5.83
H  -6.42  -29.56  7.25
H  -6.78  -28.35  8.46
H  -5.19  -27.70  5.98
H  -5.30  -27.11  7.75
H  -9.36  -26.28  6.47
H  -8.53  -26.23  7.90
Br  -24.06  -22.64  7.44
C  -23.23  -21.08  6.49
C  -22.26  -21.50  5.32
Br  -21.62  -20.07  4.21
H  -22.69  -20.48  7.23
H  -23.99  -20.36  6.18
H  -22.86  -22.05  4.60
H  -21.39  -22.07  5.65
Br  -15.35  -18.72  17.04
C  -16.55  -18.39  15.48
C  -16.42  -19.57  14.45
Br  -18.07  -19.68  13.38
H  -16.30  -17.41  15.07
H  -17.53  -18.24  15.94
H  -16.35  -20.48  15.04
H  -15.61  -19.43  13.74
Br  -10.59  -7.43  4.46
C  -11.54  -7.93  6.14
C  -12.30  -9.24  5.93
Br  -13.74  -9.06  4.55
H  -12.19  -7.08  6.34
H  -10.75  -8.05  6.87
H  -12.82  -9.58  6.82
H  -11.65  -10.05  5.60
Br  -5.67  -18.35  0.09
C  -4.45  -19.76  0.74
C  -3.98  -19.65  2.19
Br  -2.86  -17.98  2.40
H  -3.52  -19.70  0.18
H  -4.88  -20.74  0.52
H  -3.31  -20.48  2.42
H  -4.84  -19.64  2.85
Br  -16.34  -25.03  7.31
C  -17.47  -25.29  8.91
C  -16.71  -25.22  10.19
Br  -15.71  -26.91  10.32
H  -17.86  -26.30  8.87
H  -18.36  -24.67  8.95
H  -17.42  -25.20  11.01
H  -16.06  -24.36  9.99
Br  -17.51  -21.57  -1.99
C  -19.32  -22.44  -2.33
C  -19.10  -23.93  -2.57
Br  -18.51  -24.92  -0.94
H  -19.81  -21.95  -3.18
H  -20.06  -22.31  -1.54
H  -18.27  -23.95  -3.27
H  -19.99  -24.36  -3.02